Entry 1:
C10H31AgO12 | ωB97M-V with the def2-TZVPD basis set

```
54
Properties=species:S:1:pos:R:3:lowdin_charge:R:1
Ag 4.44376 0.28391 0.64719 0.862
O 0.29291 0.36885 -0.89370 0.078
C 0.95742 0.44776 0.27825 -0.771
O 0.60639 1.37352 1.05073 -0.008
O 1.86755 -0.37784 0.56844 -0.079
H -0.21942 1.18118 -0.70168 0.088
C -1.05985 4.95304 2.10942 -0.170
O -1.55578 3.67804 2.46696 -0.133
H -1.16466 5.07107 1.02716 0.074
H -1.58731 5.74073 2.64711 0.074
H 0.00027 5.06972 2.36651 0.071
H -1.32554 3.08777 1.73648 0.036
C -0.46907 0.15085 4.28034 -0.163
O -0.70297 0.32127 5.66607 -0.127
H -0.04017 1.06878 3.87818 0.061
H 0.14463 -0.72201 4.06779 0.076
H -1.41603 -0.06533 3.77530 0.079
H -1.28560 1.04544 5.89097 0.071
C 3.10259 1.04427 3.45893 -0.152
O 3.26900 1.69903 2.20694 -0.197
H 2.44821 1.65208 4.08833 0.087
H 2.76594 0.00644 3.45820 0.082
H 4.07620 1.06705 3.95797 0.079
H 2.36964 1.63330 1.79367 0.044
C 0.35356 -1.83259 -3.80375 -0.233
C -0.54634 -2.29607 -4.96249 -0.249
O -1.46968 -3.26466 -4.48969 -0.063
O -0.52633 -1.52047 -2.71870 -0.096
H 0.91016 -0.92988 -4.07730 0.119
H 1.10807 -2.59646 -3.59485 0.106
H 0.09226 -2.61907 -5.78548 0.116
H -1.10932 -1.44513 -5.36269 0.111
H -1.77279 -2.84547 -3.67006 0.072
H 0.05531 -1.05591 -2.09041 0.045
C -2.14171 2.52619 -1.74517 -0.222
C -3.06297 1.50768 -2.43616 -0.244
O -4.34295 1.45820 -1.83562 -0.051
O -2.21275 2.26749 -0.35635 -0.071
H -2.50446 3.53543 -1.96007 0.122
H -1.12908 2.35078 -2.10553 0.114
H -2.57459 0.53098 -2.52745 0.112
H -3.15986 1.77738 -3.49843 0.118
H -4.76571 0.66388 -2.17169 0.097
H -3.16416 2.11758 -0.24598 0.089
C 1.95922 -3.77795 -0.82174 -0.238
C 0.92713 -4.06906 0.29208 -0.262
O 1.05603 -3.25839 1.41996 -0.049
O 3.28809 -3.93461 -0.29330 -0.093
H 1.92888 -2.74004 -1.16223 0.095
H 1.82793 -4.47742 -1.65072 0.115
H 1.16546 -5.11979 0.47172 0.122
H -0.01569 -3.92520 -0.25035 0.120
H 1.08295 -2.34118 1.09961 0.060
H 3.22523 -4.46516 0.50727 0.073
```

Properties
ΔE to the lowest compared entry with this formula, charge and spin ... 1.602 eV
Frontier orbital gap ... 7.3 eV
HOMO level ... -0.352 Eh

Entry 2:
C4H6INS | ωB97M-V with the def2-TZVPD basis set

```
13
Properties=species:S:1:pos:R:3:lowdin_charge:R:1
C 1.58736 0.61417 -0.98187 -0.294
C 2.59300 -0.01557 -0.49546 -0.732
C 0.20692 0.03804 -1.08524 -0.257
C -0.33986 -0.69872 1.15200 -0.130
N 0.08106 -1.12814 -0.21165 -0.657
S 1.22038 -2.26962 -0.17982 0.764
I 4.56664 0.08264 0.11076 0.791
H 1.67960 1.56100 -1.59338 0.135
H -0.47344 0.87226 -0.74490 0.136
H 0.00111 -0.03181 -2.09875 0.091
H -1.30392 -0.23222 1.15571 0.087
H -0.52672 -1.56828 1.62267 0.026
H 0.32150 -0.14915 1.63815 0.039
```

Properties
ΔE to the lowest compared entry with this formula, charge and spin ... 3.649 eV
Frontier orbital gap (spin up / spin down) ... 7.4 / 7.3 eV
HOMO level (spin up / spin down) ... -0.294 / -0.291 Eh

Entry 3:
C32H33MoN5O6 | ωB97M-V with the def2-TZVPD basis set

```
77
Properties=species:S:1:pos:R:3:lowdin_charge:R:1
Mo 1.48573 -3.38237 -1.66156 1.816
N -0.12316 -5.39821 -1.12128 0.078
N 0.72817 -6.57940 -1.03238 0.064
C 2.07030 -6.41277 -0.95391 -0.337
N 2.84371 -7.48556 -1.10167 0.292
N 2.46725 -5.12603 -0.76546 0.008
N 3.74067 -4.59205 -0.98696 -0.312
O 3.55107 -3.43908 -1.64118 -0.100
O 4.77563 -5.01489 -0.74945 0.346
H -0.69813 -5.31151 -0.28894 0.134
H -0.70243 -5.51057 -2.00122 0.163
H 0.35535 -7.46268 -0.75230 0.180
H 2.43239 -8.38413 -1.41285 0.190
H 3.80019 -7.43488 -0.83809 0.137
C -1.96665 5.27846 0.65677 0.036
C -0.89161 4.34823 0.18481 -0.545
C 0.21832 5.01448 -0.58121 0.047
O -1.52167 3.29951 -0.57342 0.031
C -0.90749 2.07212 -0.32751 -0.188
C -0.38759 2.28676 1.11225 -0.208
O -0.38814 3.66460 1.32264 0.040
C 1.04109 1.85495 1.40305 0.081
O 1.20454 -2.09627 -0.73331 -0.320
C 1.22493 1.39606 2.73757 -0.148
C 0.45001 1.69661 3.86049 0.030
C 0.58263 0.99742 5.06220 0.011
C 1.52925 -0.02579 5.15736 0.020
C 2.27873 -0.45818 4.04980 -0.007
C 2.12069 0.29012 2.88772 0.027
C 2.13443 1.77885 0.46490 -0.191
C 3.41696 2.21209 0.85748 0.015
C 4.51109 1.96912 0.05224 -0.005
C 4.33560 1.23325 -1.11004 -0.040
C 3.17175 0.61210 -1.41394 -0.066
C 2.04737 0.91536 -0.62866 -0.041
C -1.85000 0.90037 -0.66272 0.050
O 0.57641 -3.15715 -3.05315 -0.350
C -2.56575 0.13464 0.31828 -0.102
C -2.80695 0.55365 1.66340 0.024
C -3.76352 -0.01228 2.47865 -0.017
C -4.56983 -1.00949 1.97464 -0.001
C -4.35332 -1.51585 0.71183 -0.029
C -3.34687 -1.01337 -0.07770 -0.012
C -2.17027 0.76482 -2.02248 -0.137
C -3.47971 0.32850 -2.41624 -0.017
C -3.76909 0.04173 -3.68205 -0.030
C -2.81884 0.26088 -4.67983 0.029
C -1.52002 0.65913 -4.35313 -0.032
C -1.20113 0.92654 -3.05736 0.013
H -2.27915 5.96109 -0.14266 0.113
H -1.51592 5.96109 1.36236 0.103
H -2.87738 4.80589 1.10070 0.119
H -0.12956 5.40842 -1.52396 0.107
H 1.02711 4.31376 -0.77492 0.085
H 0.65063 5.84685 -0.01533 0.119
H 0.00072 2.01896 -0.93095 0.109
H -0.96491 1.84373 1.93845 0.097
H -0.17984 2.56408 3.70114 0.137
H 0.07132 1.42645 5.87227 0.115
H 1.86312 -0.43678 6.10109 0.134
H 3.07008 -1.12378 4.05818 0.097
H 2.73289 0.13710 1.98568 0.119
H 3.56646 2.82190 1.76730 0.158
H 5.42772 2.44748 0.26835 0.122
H 5.13630 1.23415 -1.86510 0.143
H 2.99246 0.11868 -2.36158 0.113
H 1.07558 0.53233 -0.93739 0.086
H -2.31317 1.37249 2.14333 0.095
H -3.98882 0.48445 3.44929 0.150
H -5.35035 -1.39845 2.60187 0.135
H -4.99530 -2.25853 0.32360 0.117
H -3.08805 -1.46237 -1.03395 0.117
H -4.29254 0.50056 -1.77398 0.132
H -4.78464 -0.22310 -3.96009 0.141
H -3.15273 0.11690 -5.70469 0.139
H -0.76969 0.89735 -5.10582 0.132
H -0.22444 1.42148 -2.81927 0.137
```

Properties
Frontier orbital gap ... 4.4 eV
HOMO level ... -0.685 Eh
Charge ... +4

Entry 4:
C31H31FN4O4S | ωB97M-V with the def2-TZVPD basis set

```
72
Properties=species:S:1:pos:R:3:lowdin_charge:R:1
C 2.20929 5.20081 -5.37765 -0.091
H 2.21239 4.45051 -6.17476 0.096
O 2.99322 4.79415 -4.28254 -0.083
C 2.64693 3.65400 -3.62376 -0.274
C 1.55909 2.84790 -3.93665 0.001
C 1.29337 1.71457 -3.18789 -0.025
C 2.10644 1.35498 -2.12269 -0.182
C 3.20023 2.16170 -1.82001 -0.022
C 3.46949 3.29488 -2.55488 0.000
H 4.31471 3.92343 -2.32292 0.117
H 3.84794 1.89974 -0.99519 0.117
C 1.82907 0.15182 -1.26803 -0.113
N 0.74340 0.40730 -0.30486 0.060
C 0.79171 -0.20319 0.89924 -0.411
O 1.73677 -0.95238 1.19356 0.004
C -0.26279 0.04387 1.86544 -0.298
C -0.31540 -0.55519 3.12386 -0.271
N 0.55550 -1.50379 3.55993 0.144
H 0.69193 -1.57969 4.55471 0.098
H 1.37759 -1.58827 2.96999 0.079
C -1.43491 -0.04833 3.86006 -0.303
N -2.13753 0.86231 3.22478 -0.251
S -1.58799 1.16174 1.73299 1.112
C -1.81977 -0.44104 5.21253 -0.171
C -2.38496 0.51004 6.06336 -0.014
C -2.75808 0.17287 7.34843 0.001
C -2.56757 -1.12975 7.77661 -0.275
C -2.03233 -2.09967 6.94897 -0.003
C -1.66066 -1.75111 5.66375 -0.032
H -1.28183 -2.51030 4.99701 0.111
H -1.91904 -3.10970 7.31030 0.118
F -2.92242 -1.46615 9.03451 0.057
H -3.19134 0.89887 8.01797 0.119
H -2.52462 1.51444 5.69644 0.114
C -0.37461 1.14012 -0.77758 -0.336
C -0.34937 2.53262 -0.77546 -0.045
C -1.41321 3.23963 -1.28678 0.013
C -2.52137 2.57337 -1.81673 -0.266
C -2.54029 1.18170 -1.82311 -0.003
C -1.46857 0.47418 -1.31027 -0.028
H -1.47871 -0.60539 -1.33172 0.127
H -3.37604 0.63674 -2.23113 0.108
O -3.51131 3.36564 -2.29822 -0.075
C -4.66589 2.75885 -2.83000 -0.083
H -5.18121 2.15180 -2.07932 0.097
H -5.31366 3.57854 -3.13633 0.094
H -4.42944 2.14012 -3.70128 0.097
H -1.41239 4.31752 -1.29327 0.124
H 0.50679 3.04995 -0.37136 0.135
C 1.43969 -1.13000 -2.04377 -0.417
O 0.95780 -1.14237 -3.15692 0.075
N 1.67156 -2.22876 -1.30764 0.111
H 1.97424 -2.10821 -0.34637 0.112
C 1.21064 -3.54995 -1.67696 -0.288
C 2.30604 -4.59636 -1.39580 -0.125
H 3.24924 -4.08713 -1.19963 0.111
H 2.45343 -5.24589 -2.25681 0.107
C 1.83948 -5.39687 -0.16858 -0.186
H 1.45417 -6.36836 -0.48101 0.106
H 2.64854 -5.56845 0.53943 0.104
C 0.70592 -4.57042 0.43823 -0.191
H 0.02678 -5.17342 1.03901 0.108
H 1.10665 -3.77530 1.06890 0.097
C 0.02939 -3.96899 -0.78879 -0.134
H -0.61500 -3.12384 -0.54792 0.107
H -0.56560 -4.72609 -1.30060 0.117
H 0.93730 -3.49465 -2.73317 0.142
H 2.71681 -0.07322 -0.66497 0.150
H 0.45349 1.09544 -3.45499 0.114
H 0.90519 3.09021 -4.75905 0.105
H 2.66878 6.11734 -5.74466 0.092
H 1.17689 5.40850 -5.07799 0.095
```

Properties
ΔE to the lowest compared entry with this formula, charge and spin ... 0.000 eV
Frontier orbital gap ... 8.3 eV
HOMO level ... -0.296 Eh
SMILES ... COc1ccc([C@H](C(=O)NC2CCCC2)N(C(=O)c2snc(-c3ccc(F)cc3)c2N)c2ccc(OC)cc2)cc1

Entry 5:
C34H66N3O17S | ωB97M-V with the def2-TZVPD basis set

```
121
Properties=species:S:1:pos:R:3:lowdin_charge:R:1
C -1.11746 6.56681 -3.62277 -0.131
C 0.54236 6.52388 -3.65674 -0.264
C 1.16110 5.86820 -5.03026 -0.213
C 2.61116 5.20550 -4.64736 -0.196
C 2.83821 3.67011 -5.17028 -0.118
C 2.25430 2.50125 -4.17094 -0.317
C 3.31183 1.97307 -3.03549 -0.108
C 4.28050 3.12627 -2.39048 -0.173
C 3.59861 4.02803 -1.20353 -0.226
C 4.08403 3.66091 0.31830 -0.198
C 2.98055 4.39775 1.33667 -0.192
C 1.96799 3.20253 1.83258 -0.278
C 0.84277 2.74982 0.72402 -0.465
S -0.44939 1.73291 1.69742 0.833
C 0.63549 0.38051 2.50099 -0.459
N 0.97245 -0.97734 1.89823 0.022
N 1.81947 -1.51009 2.89411 -0.038
C 2.02616 -0.56441 4.06368 -0.026
O 1.25077 0.66433 3.81331 -0.105
C 0.81080 2.86924 -3.47121 -0.109
O 0.15759 1.74927 -2.77655 -0.166
C -0.21364 0.71164 -3.79529 -0.277
C -0.96006 -0.59873 -3.15168 -0.053
C 1.25302 0.16015 -4.37485 -0.086
N 1.97392 1.28621 -5.08051 0.042
H -1.40117 7.49086 -2.96071 0.081
H -1.43500 5.60193 -2.99599 0.078
H -1.61243 6.54623 -4.68278 0.083
H 0.85509 5.94654 -2.66427 0.089
H 1.03093 7.60285 -3.54632 0.125
H 0.50290 5.00446 -5.49612 0.098
H 1.24150 6.71952 -5.84885 0.129
H 3.43362 5.86986 -5.20205 0.135
H 2.78443 5.37772 -3.50324 0.090
H 4.00971 3.48343 -5.24546 0.134
H 2.42515 3.61566 -6.27224 0.133
H 2.67704 1.50506 -2.14378 0.133
H 3.91046 1.06094 -3.49834 0.128
H 5.19275 2.54737 -1.88257 0.133
H 4.76200 3.86488 -3.15963 0.107
H 3.90485 5.16698 -1.38840 0.130
H 2.42378 4.01212 -1.22326 0.076
H 4.18872 2.51308 0.54250 0.116
H 5.12005 4.21638 0.52626 0.125
H 3.50958 4.91740 2.24954 0.120
H 2.32600 5.16352 0.69601 0.116
H 1.39487 3.49380 2.82569 0.115
H 2.65721 2.26669 2.07922 0.110
H 1.33706 1.96190 -0.02298 0.080
H 0.36607 3.62815 0.11539 0.095
H 2.68082 -0.66861 5.04171 0.157
H 0.06019 3.21013 -4.33458 0.142
H 0.84952 3.76741 -2.71548 0.129
H -0.89450 1.16242 -4.63982 0.163
H -0.20573 -1.17617 -2.46053 0.103
H -1.21142 -1.34835 -4.04616 0.107
H -1.98662 -0.37943 -2.62787 0.108
H 0.97105 -0.69670 -5.15614 0.163
H 1.85435 -0.35708 -3.51445 0.151
H 2.89443 0.98913 -5.51644 0.196
H 1.39404 1.64745 -5.89482 0.189
C -0.84116 -2.12064 3.81187 -0.085
O -1.90622 -2.76601 4.50711 0.002
C -2.97070 -1.96511 4.76513 -0.557
O -3.07361 -0.78784 4.45782 0.101
O -3.90099 -2.70092 5.42428 -0.004
C -5.08525 -1.98221 5.76342 -0.039
H -0.04418 -2.85357 3.65891 0.086
H -1.17758 -1.76841 2.83137 0.085
H -0.43857 -1.29304 4.40482 0.079
H -5.59142 -1.62436 4.86104 0.080
H -4.85244 -1.14908 6.43444 0.101
H -5.75823 -2.66712 6.28638 0.098
C 9.16216 -2.42414 -5.05559 -0.043
O 8.09711 -3.06952 -4.36035 -0.002
C 7.03263 -2.26861 -4.10233 -0.548
O 6.92972 -1.09135 -4.40964 0.101
O 6.10233 -3.00443 -3.44318 -0.061
C 4.91807 -2.28572 -3.10404 -0.054
H 9.95915 -3.15708 -5.20855 0.100
H 8.82574 -2.07192 -6.03609 0.100
H 9.56475 -1.59655 -4.46264 0.101
H 4.41191 -1.92787 -4.00642 0.085
H 5.15088 -1.45259 -2.43302 0.102
H 4.24509 -2.97063 -2.58109 0.102
C -6.29853 -1.11118 1.96416 -0.055
O -7.37022 -2.03004 2.16757 -0.011
C -8.60566 -1.47863 2.06384 -0.551
O -8.85011 -0.30734 1.82029 0.114
O -9.52215 -2.45615 2.27796 -0.050
C -10.87704 -2.01785 2.19917 -0.046
H -5.35838 -1.65951 2.07008 0.092
H -6.33859 -0.68854 0.95500 0.098
H -6.32141 -0.31820 2.71864 0.099
H -11.10026 -1.63141 1.19948 0.102
H -11.08307 -1.26114 2.96305 0.107
H -11.52268 -2.88014 2.38648 0.096
C 6.18435 -4.27577 3.23758 -0.052
O 6.86526 -4.77195 2.08676 -0.007
C 6.22923 -4.52782 0.91330 -0.557
O 5.16630 -3.94133 0.78215 0.098
O 6.98071 -5.04919 -0.08910 0.001
C 6.43000 -4.86581 -1.39184 -0.044
H 6.78193 -4.52672 4.11832 0.096
H 6.08529 -3.18657 3.18788 0.096
H 5.20336 -4.75079 3.34044 0.100
H 6.34067 -3.80026 -1.62673 0.071
H 5.45883 -5.36444 -1.47417 0.106
H 7.11259 -5.32109 -2.11453 0.105
C -10.13498 -4.06769 8.93225 -0.053
O -9.45407 -4.56387 7.78143 -0.013
C -10.09010 -4.31974 6.60797 -0.559
O -11.15303 -3.73326 6.47682 0.108
O -9.33862 -4.84111 5.60557 -0.005
C -9.88933 -4.65773 4.30283 -0.046
H -9.53740 -4.31864 9.81299 0.094
H -10.23404 -2.97850 8.88255 0.098
H -11.11597 -4.54271 9.03511 0.099
H -9.97866 -3.59218 4.06795 0.071
H -10.86050 -5.15636 4.22050 0.103
H -9.20675 -5.11302 3.58014 0.103
```

Properties
Frontier orbital gap ... 8.4 eV
HOMO level ... -0.411 Eh
Charge ... +1

| no. | energy (hartree) |
| --- | --- |
| 1 | -1449.32695 |
| 2 | -906.48848 |
| 3 | -2030.88025 |
| 4 | -2217.98703 |
| 5 | -3175.99404 |